88
Properties=species:S:1:pos:R:3:forces:R:3 method="wB97M-V/def2-TZVPD" charge=0 homo_ev="-7.4 / -7.8" gap_ha="0.2529 / 0.2345" lumo_ha="-0.01907 / -0.05379" multiplicity=3 largest_force_ev_per_a=0.52
Pd 0.6870 -0.7487 0.0366 -0.1 -0.1 -0.5
C 0.1156 -3.1635 -2.6947 0.0 -0.1 0.0
C -0.0360 -1.9371 -3.5534 0.0 0.0 0.0
C -0.8684 -2.0057 -4.6653 0.0 0.0 0.0
C -0.9704 -0.9425 -5.5443 0.0 0.0 0.0
C -0.2151 0.1966 -5.3146 0.0 0.0 0.0
C 0.6167 0.3082 -4.2075 0.0 -0.1 0.0
C 1.4128 1.5660 -4.0205 0.0 0.0 0.1
C 0.6871 -0.7658 -3.2975 0.0 0.1 0.1
N 1.4411 -0.6671 -2.1029 0.1 0.1 0.0
C 2.7579 -0.4430 -2.2430 0.1 0.1 0.1
O 3.4290 -0.4398 -3.2736 0.0 0.0 0.0
C 3.4931 -0.2135 -0.9352 0.1 0.0 0.0
C 4.8604 0.0105 -0.8572 -0.1 0.0 0.0
C 5.4355 0.1066 0.4015 0.0 0.0 0.0
C 4.6647 -0.0826 1.5453 -0.1 0.0 0.0
C 3.3125 -0.3231 1.3848 0.0 0.0 0.0
N 2.7756 -0.3191 0.1694 -0.1 -0.1 0.1
C 2.4098 -0.7928 2.5192 0.1 0.0 0.0
O 2.8664 -0.8001 3.6583 0.0 0.0 0.0
N 1.2299 -1.2729 2.0927 -0.1 0.1 0.1
C 0.5150 -2.1104 2.9865 0.0 0.0 0.0
C 0.9655 -3.4271 3.1639 0.0 0.0 0.0
C 2.2228 -3.8963 2.4913 0.0 0.0 0.0
C 0.2351 -4.2901 3.9674 0.0 0.0 0.0
C -0.9331 -3.8731 4.5895 0.0 0.0 0.0
C -1.3648 -2.5703 4.4168 0.0 0.0 0.0
C -0.6475 -1.6768 3.6257 0.0 0.0 0.1
C -1.0913 -0.2508 3.5085 0.0 0.1 0.0
H 0.4246 -4.0143 -3.3044 0.0 0.0 0.0
H -0.8281 -3.4373 -2.2180 0.0 0.0 0.0
H 0.8887 -3.0091 -1.9389 0.0 0.0 0.0
H -1.4230 -2.9187 -4.8514 0.0 0.0 0.0
H -1.6151 -1.0072 -6.4114 0.0 0.0 0.0
H -0.2700 1.0290 -6.0076 0.0 0.0 0.0
H 0.9858 2.3788 -4.6072 0.0 0.0 0.0
H 2.4456 1.4079 -4.3289 0.0 0.0 0.0
H 1.4349 1.8714 -2.9723 0.0 0.0 0.0
H 5.4262 0.0852 -1.7744 0.0 0.0 0.0
H 6.4987 0.2876 0.4953 0.0 0.0 0.0
H 5.0797 -0.0861 2.5429 0.0 0.0 0.0
H 2.2420 -3.5975 1.4402 0.0 0.0 0.0
H 2.3108 -4.9806 2.5480 0.0 0.0 0.0
H 3.1040 -3.4564 2.9637 0.0 0.0 0.0
H 0.5841 -5.3079 4.0972 0.0 0.0 0.0
H -1.4957 -4.5601 5.2084 0.0 0.0 0.0
H -2.2668 -2.2264 4.9110 0.0 0.0 0.0
H -0.5432 0.3924 4.2026 0.0 0.0 0.0
H -2.1574 -0.1432 3.7161 0.0 0.0 0.0
H -0.8862 0.1360 2.5145 0.0 0.0 0.0
O -0.7669 -3.3563 0.4232 0.0 -0.1 -0.1
N -1.1425 -2.0508 0.1567 0.0 0.1 0.2
C -2.2523 -1.7831 0.7140 0.1 0.0 0.0
C -2.9901 -0.5150 0.6152 0.0 -0.2 0.0
C -4.3524 -0.6662 0.8933 0.0 0.1 0.0
C -5.2409 0.3863 0.7718 0.0 0.0 0.0
C -4.7725 1.6224 0.3611 0.0 0.0 0.0
C -3.4227 1.7890 0.0998 0.0 0.0 0.0
C -2.5043 0.7463 0.2392 0.0 0.1 0.0
P -0.7415 1.1666 -0.0402 0.1 -0.3 0.1
C -0.2717 2.2560 1.3418 0.0 0.1 0.0
C 1.0927 2.3908 1.5873 0.0 0.0 0.0
C 1.5473 3.1768 2.6349 0.0 0.0 0.0
C 0.6380 3.8342 3.4491 0.0 0.0 0.0
C -0.7232 3.7095 3.2076 0.0 0.0 0.0
C -1.1786 2.9260 2.1586 0.0 0.0 0.0
C -0.8896 2.2846 -1.4592 0.0 0.0 0.0
C -0.3509 3.5676 -1.4352 0.0 0.0 0.0
C -0.5461 4.4200 -2.5128 0.0 0.0 0.0
C -1.2866 3.9994 -3.6071 0.0 0.0 0.0
C -1.8140 2.7156 -3.6375 0.0 0.0 0.0
C -1.6073 1.8552 -2.5734 0.0 0.0 -0.1
H -0.0711 -3.5354 -0.2235 0.0 0.0 0.0
H -2.7442 -2.5917 1.2507 0.0 0.0 0.0
H -4.7172 -1.6387 1.1972 0.0 0.0 0.0
H -6.2901 0.2371 0.9884 0.0 0.0 0.0
H -5.4491 2.4587 0.2475 0.0 0.0 0.0
H -3.0696 2.7602 -0.2230 0.0 0.0 0.0
H 1.8070 1.8687 0.9630 0.0 0.0 0.0
H 2.6097 3.2540 2.8236 0.0 0.0 0.0
H 0.9890 4.4364 4.2768 0.0 0.0 0.0
H -1.4368 4.2141 3.8455 0.0 0.0 0.0
H -2.2438 2.8202 2.0065 0.0 0.0 0.0
H 0.2046 3.9128 -0.5729 0.0 0.0 0.0
H -0.1263 5.4169 -2.4887 0.0 0.0 0.0
H -1.4471 4.6703 -4.4412 0.0 0.0 0.0
H -2.3731 2.3720 -4.4974 0.0 0.0 0.0
H -2.0125 0.8502 -2.6137 0.0 0.0 0.0